# 1
Below is a cluster of 16 separate species, C48H126N2O16 in total at a distorted geometry, with properties calculated with ωB97M-V/def2-TZVPD.

Atoms and positions in Å:
C: -9.93264 4.13199 -2.18710
C: -8.84790 5.14526 -1.86371
C: -9.71713 6.39671 -1.41933
C: -9.23733 7.42821 -0.48448
C: -8.82202 6.59362 0.77559
C: -7.68359 5.51185 0.45516
N: -8.12273 4.66892 -0.70648
O: -7.21460 3.69401 -1.03963
C: -6.30839 6.07940 0.18171
C: -7.61265 4.65811 1.71384
C: -8.08766 5.60213 -3.10859
H: -10.68945 4.44248 -2.90746
H: -10.45199 3.97815 -1.24121
H: -9.43699 3.25025 -2.59326
H: -9.99803 6.93491 -2.32462
H: -10.73907 6.16265 -1.12107
H: -9.92061 8.23827 -0.22948
H: -8.32161 7.93691 -0.78579
H: -9.71726 6.21382 1.26794
H: -8.45049 7.33142 1.48671
H: -6.25588 6.64286 -0.74988
H: -6.07463 6.89221 0.86933
H: -5.47789 5.37352 0.19079
H: -8.50062 4.03380 1.81299
H: -6.77442 3.96139 1.70695
H: -7.42061 5.29533 2.57709
H: -7.34597 4.83963 -3.34649
H: -7.46750 6.49101 -2.99290
H: -8.76568 5.79645 -3.93963
H: -6.43877 4.15763 -1.36328
C: 3.38509 -0.05551 1.67517
C: 1.86148 -0.51149 1.75947
C: 1.03065 0.80443 1.76145
C: -0.46920 0.55456 1.64683
C: -0.83098 -0.41414 0.48448
C: 0.03619 -1.72943 0.34341
N: 1.52706 -1.40474 0.62762
O: 2.30064 -2.47535 0.66747
C: -0.55448 -2.73099 1.32400
C: -0.07263 -2.33608 -1.10219
C: 1.62278 -1.11969 3.13402
H: 3.56322 0.83036 2.28477
H: 3.45712 0.24575 0.63011
H: 4.13131 -0.82112 1.88753
H: 1.10470 1.22479 2.76440
H: 1.37475 1.54212 1.03654
H: -0.97234 1.49142 1.40761
H: -0.81414 0.19322 2.61562
H: -0.67553 0.12957 -0.44735
H: -1.91413 -0.53400 0.50731
H: -0.12873 -3.72642 1.19773
H: -0.45483 -2.38352 2.35231
H: -1.62558 -2.81201 1.13885
H: -1.14180 -2.31992 -1.31365
H: 0.36705 -1.82559 -1.95903
H: 0.19256 -3.39140 -1.16610
H: 0.58018 -1.15250 3.45023
H: 2.20091 -0.62149 3.91226
H: 1.94520 -2.15945 3.18928
H: 1.94653 -2.87983 1.46283
O: 1.05594 -1.78746 8.61068
H: 1.48337 -1.31213 9.32315
H: 1.75986 -2.29116 8.20201
O: -2.55226 3.97307 -3.00147
H: -2.70745 4.87556 -3.28013
H: -1.68411 3.99216 -2.59875
O: -3.21704 -0.06814 8.31764
H: -2.34675 -0.46187 8.25597
H: -3.44332 0.15650 7.41510
O: 5.93962 -4.39073 4.25014
H: 6.85145 -4.11109 4.16887
H: 5.85545 -4.67305 5.16087
C: 3.92179 -8.38587 0.00733
C: 3.75143 -9.93156 -0.06651
C: 2.35008 -10.22340 -0.58245
O: 4.71307 -10.63637 -0.83361
H: 3.20196 -7.88054 0.65122
H: 3.86510 -7.92903 -0.98069
H: 4.88815 -8.19066 0.47224
H: 3.89923 -10.23370 0.97029
H: 2.21636 -11.27970 -0.34908
H: 2.22521 -9.96086 -1.63296
H: 1.57784 -9.75831 0.03028
H: 4.52049 -10.56000 -1.77099
C: 3.09832 2.17827 -5.87901
C: 3.00174 1.07872 -4.81573
C: 4.25288 0.16778 -4.59858
O: 2.61348 1.61937 -3.59597
H: 3.21035 1.89137 -6.92459
H: 4.01228 2.73072 -5.66089
H: 2.25833 2.86930 -5.94969
H: 2.23124 0.35402 -5.07888
H: 5.11947 0.72057 -4.23589
H: 4.61742 -0.30771 -5.50914
H: 4.02841 -0.54809 -3.80785
H: 2.58381 0.81532 -3.07230
C: -5.20308 -0.80606 -5.39055
C: -5.53105 -2.09791 -6.21819
C: -4.46025 -2.32686 -7.31919
O: -5.43165 -3.24419 -5.41594
H: -6.17923 -0.40668 -5.11536
H: -4.60858 -0.03398 -5.87897
H: -4.58651 -1.10840 -4.54407
H: -6.52240 -2.01610 -6.66387
H: -3.46045 -2.54544 -6.94402
H: -4.20117 -1.38817 -7.80890
H: -4.80889 -3.06740 -8.03900
H: -6.05629 -3.84751 -5.82512
C: -7.14871 -4.47272 0.89590
C: -7.27561 -3.23930 0.07973
C: -8.44438 -3.21418 -0.85631
O: -7.28428 -2.11790 0.97444
H: -7.98381 -4.45677 1.59623
H: -6.24035 -4.43999 1.49749
H: -7.21888 -5.33347 0.23086
H: -6.39430 -3.20086 -0.56051
H: -9.41592 -3.00738 -0.40750
H: -8.68762 -4.14630 -1.36629
H: -8.38071 -2.58749 -1.74587
H: -7.15808 -1.33109 0.43909
C: 10.44079 6.52228 5.02341
C: 9.13469 7.19918 4.50231
C: 8.02234 6.27680 3.94857
O: 8.59146 8.00970 5.58888
H: 10.27731 5.85212 5.86736
H: 11.08364 7.36494 5.27792
H: 10.94998 5.83168 4.35117
H: 9.47350 7.91348 3.75191
H: 8.37166 5.71638 3.08139
H: 7.21494 6.98002 3.74443
H: 7.76683 5.55363 4.72307
H: 8.43976 7.45737 6.35928
C: 4.24890 6.27388 -1.73756
C: 3.05219 7.17703 -2.00035
C: 2.95902 7.81829 -3.41194
O: 1.93165 6.22788 -1.80877
H: 4.41187 5.44196 -2.42272
H: 4.04468 5.81709 -0.76919
H: 5.10302 6.92299 -1.54460
H: 3.02980 8.02868 -1.32042
H: 3.33323 7.06899 -4.10952
H: 3.61260 8.64994 -3.67516
H: 1.99072 8.21627 -3.71546
H: 2.32504 5.37838 -2.02135
C: 9.06499 -3.54257 -1.47089
C: 9.15119 -5.09632 -1.33791
C: 8.39563 -5.89163 -2.35726
O: 10.49741 -5.59271 -1.27573
H: 8.11738 -3.17013 -1.08177
H: 9.22573 -3.08617 -2.44760
H: 9.82159 -3.04581 -0.86353
H: 8.68192 -5.25251 -0.36658
H: 8.24374 -6.88829 -1.94289
H: 8.98462 -5.93771 -3.27327
H: 7.48835 -5.39914 -2.70710
H: 10.59640 -6.51741 -1.51390
C: 0.66378 -7.40575 5.98107
C: 1.32573 -7.99310 7.25026
C: 2.86073 -8.41918 7.19812
O: 1.32010 -6.97699 8.16541
H: 0.93455 -6.36545 5.80057
H: -0.42339 -7.48141 5.96065
H: 0.99551 -7.88831 5.06173
H: 0.83802 -8.86980 7.67646
H: 3.04770 -9.33075 6.63051
H: 3.18559 -8.75229 8.18382
H: 3.62111 -7.68142 6.94194
H: 0.48306 -6.52294 8.04371
C: 2.50349 -5.65621 -6.09749
C: 1.57568 -5.71118 -7.33195
C: 0.08661 -5.94017 -7.05737
O: 1.60084 -4.45401 -7.93828
H: 3.50908 -5.38906 -6.42233
H: 2.66632 -6.66983 -5.73122
H: 2.26719 -4.94458 -5.30638
H: 2.07512 -6.34871 -8.06149
H: -0.39329 -5.21685 -6.39812
H: -0.00146 -6.80458 -6.39924
H: -0.63449 -6.05250 -7.86700
H: 2.52018 -4.23378 -8.10537
C: -1.32830 6.94576 4.46591
C: -0.53549 7.98480 5.25656
C: 0.85132 7.64514 5.65814
O: -0.73769 9.15109 4.40667
H: -1.34636 6.04950 5.08598
H: -0.84170 6.69443 3.52348
H: -2.39242 7.15386 4.35435
H: -1.13080 8.18484 6.14745
H: 1.35677 7.31269 4.75143
H: 0.83275 6.73827 6.26255
H: 1.38993 8.40417 6.22548
H: -0.43403 9.00614 3.50757

***

# 2
Below is the molecule CH2N2S2 at a distorted geometry, with properties calculated with ωB97M-V/def2-TZVPD.

Atoms and positions in Å:
C: -0.23555 -0.53397 -0.70902
N: -2.36291 -0.60593 0.43871
N: -1.30036 -0.42105 -0.14105
S: 3.05900 0.36842 0.50665
S: 1.33478 -0.54470 -0.82445
H: -3.21555 -0.05200 0.33718
H: 2.72060 1.78923 0.39198

***

# 3
Below is a cluster of 2 separate species, C39H38N3O2 in total at a distorted geometry, with properties calculated with ωB97M-V/def2-TZVPD.

Its charge is +1.

Atoms and positions in Å:
C: 1.11876 4.57713 4.27259
N: 0.77004 3.18099 4.09519
C: 1.73860 2.25316 3.78312
O: 2.91919 2.47630 3.62488
C: 1.05154 0.90357 3.69073
C: 1.61545 -0.07456 4.72135
C: 3.08651 -0.32789 4.57118
C: 3.98043 0.04754 5.56272
C: 5.33488 -0.17472 5.41694
C: 5.81733 -0.76984 4.27009
C: 4.94153 -1.13563 3.26920
C: 3.58736 -0.91462 3.42043
N: -0.40715 1.16127 3.89334
C: -1.37648 0.20665 3.78848
C: -2.72003 0.44682 3.98651
C: -3.73084 -0.49057 3.91769
C: -5.10597 -0.18281 4.13642
C: -6.07095 -1.20649 4.10937
C: -7.39911 -0.93131 4.32636
C: -7.81377 0.36513 4.57186
C: -6.88782 1.39058 4.60194
C: -5.55619 1.13020 4.39023
C: -0.61482 2.62932 4.16741
C: -1.18010 2.84641 5.56908
C: -1.46021 3.27204 3.06915
H: 2.19995 4.68524 4.21277
H: 0.65964 5.18221 3.49407
H: 0.78433 4.93210 5.24501
H: 1.18370 0.50964 2.67584
H: 1.41378 0.33642 5.71420
H: 1.07787 -1.02645 4.67582
H: 3.60628 0.52620 6.45060
H: 6.01628 0.11650 6.20036
H: 6.87632 -0.93867 4.15336
H: 5.31708 -1.59445 2.36858
H: 2.90596 -1.19180 2.63550
H: -1.06297 -0.78948 3.54100
H: -3.00879 1.44734 4.22803
H: -3.46112 -1.50798 3.69493
H: -5.75170 -2.21608 3.92267
H: -8.12344 -1.72691 4.31083
H: -8.85547 0.57902 4.74090
H: -7.21345 2.39902 4.79352
H: -4.85638 1.94572 4.41628
H: -0.49532 2.43862 6.31106
H: -1.30759 3.90864 5.77234
H: -2.14245 2.35869 5.71118
H: -0.96314 3.15496 2.10747
H: -2.44684 2.82283 2.98136
H: -1.58957 4.33722 3.25457
C: -5.21732 -6.19602 2.26516
C: -5.27076 -4.81818 2.20522
C: -4.38819 -4.13002 1.40503
C: -3.43471 -4.80969 0.66506
C: -2.47604 -4.02698 -0.14445
C: -1.24858 -4.61545 -0.47514
N: -0.29191 -4.02274 -1.28070
C: -0.22863 -2.66382 -1.42087
C: 0.73056 -2.05361 -2.19214
C: 1.62098 -2.81584 -2.90810
C: 1.55566 -4.22537 -2.86152
C: 0.60442 -4.83807 -2.01539
C: 0.52960 -6.23744 -1.99026
C: 1.35796 -7.01268 -2.75609
C: 2.29701 -6.41433 -3.59217
C: 2.39482 -5.05161 -3.64511
O: -2.77983 -2.88648 -0.51306
C: -3.40863 -6.20087 0.70930
C: -4.29082 -6.88697 1.51164
H: -5.89960 -6.73118 2.90414
H: -6.00446 -4.28000 2.78088
H: -4.42194 -3.05679 1.32730
H: -1.03761 -5.58925 -0.08106
H: -0.96505 -2.07890 -0.89667
H: 0.77849 -0.97702 -2.23852
H: 2.36303 -2.34055 -3.52836
H: -0.21143 -6.71848 -1.37943
H: 1.28171 -8.08833 -2.71511
H: 2.94207 -7.03333 -4.19635
H: 3.11831 -4.58685 -4.29179
H: -2.71242 -6.74808 0.09871
H: -4.26445 -7.96386 1.54932

***

# 4
Below is the molecule C3H5NO2 at a distorted geometry, with properties calculated with ωB97M-V/def2-TZVPD.

Its SMILES is O[C@H]1C=NOC1.

Atoms and positions in Å:
O: 1.51816 0.23570 -0.71168
C: 0.50047 0.13008 0.24325
C: -0.44266 1.26569 0.03204
N: -1.60104 0.93169 -0.37500
O: -1.67676 -0.44121 -0.50012
C: -0.45576 -1.03378 0.00690
H: 2.31070 -0.23380 -0.35353
H: 0.88741 0.08818 1.28354
H: -0.25988 2.32996 0.17675
H: -0.08055 -1.71991 -0.73782
H: -0.70009 -1.55259 0.93567

***

# 5
Below is the molecule C5H8O, with properties calculated with ωB97M-V/def2-TZVPD.

Its SMILES is C=C[C@H](C)C=O.

Atoms and positions in Å:
C: 0.90634 1.59693 -0.62253
C: 0.87879 0.27785 -0.79382
C: 0.11198 -0.67629 0.10113
C: -1.34031 -0.84497 -0.34475
C: 0.20542 -0.19962 1.53771
O: -0.73799 0.14577 2.20775
H: 0.38104 2.08076 0.19982
H: 1.44489 2.24684 -1.30644
H: 1.40656 -0.16501 -1.63758
H: 0.62460 -1.64976 0.07122
H: -1.86932 0.10840 -0.25968
H: -1.85957 -1.57527 0.28324
H: -1.38916 -1.17702 -1.38657
H: 1.23672 -0.16861 1.95051

***

no.,DFT total energy (hartree),frontier orbital gap (eV),LUMO energy (hartree)
1,-3217.4185,8.2,0.0001
2,-945.0401,7.3,-0.0613
3,-1823.4326,4.2,-0.1730
4,-322.4696,10.2,0.0195
5,-270.5179,10.8,0.0371